The following is a quantum chemistry calculation of a single C9H10N2 molecule at a distorted geometry, from the Open Molecules 2025 dataset.

ORCA input file:
```
! RIJCOSX wB97M-V def2-TZVPD def2/J DEFGRID3
* xyz 0 1
C -1.0154 -0.8417 1.5650
C -0.8323 -1.7753 2.5031
C 0.1148 -0.9304 0.5624
C 0.3949 -2.6478 2.3351
C 1.4371 1.2810 0.1522
C 1.1841 2.4596 -0.7540
C 0.4694 0.4419 -0.1144
C -0.5169 1.1990 -1.0101
C -0.7655 0.3194 -2.2425
N 0.1310 2.3848 -1.4028
N 0.9458 -1.9769 1.3448
H -1.8129 -0.0845 1.4459
H -1.4851 -1.7960 3.3866
H -0.2381 -1.5562 -0.3507
H 2.2957 1.2549 0.7437
H 1.8401 3.3371 -0.9220
H -1.4772 1.2499 -0.3786
H 0.1927 -0.4259 -2.2261
H -0.8042 0.9747 -3.0582
H -1.7072 -0.4133 -2.3779
H 1.6492 -2.4543 0.7986
*
```

Calculated values
Energy above the lowest of the compared OMol25 structures with the same formula, charge and spin in kcal/mol: 121.11
Orbital gap in eV: 9.3
HOMO level in eV: -8.824